Formula: C26H61N7O10P2
Source: OMol25
Level of theory: the ωB97M-V functional and the def2-TZVPD basis

Geometry (Å):
C  -6.9509  0.7044  2.3267
C  -6.6504  -0.4147  3.3270
O  -6.1250  -1.5538  2.6575
C  -4.9713  -2.0908  3.2617
C  -3.7467  -1.1927  3.0677
O  -2.6777  -1.9372  2.5218
C  -1.4135  -1.3845  2.7797
C  -1.0863  -0.0371  2.0664
C  -1.5187  1.2018  2.8419
O  -1.2811  0.9965  4.2382
C  -1.6252  2.0591  5.0187
C  -0.6060  2.3916  6.0738
O  -2.6505  2.6677  4.8642
N  0.2892  0.0090  1.7593
C  1.2904  0.5798  2.2840
C  1.9256  0.1238  3.5764
C  1.9842  1.7313  1.6209
O  -1.8552  -0.1225  0.8310
C  -2.0848  1.0063  0.1332
O  -1.2864  1.8717  -0.0983
C  -3.5220  1.0451  -0.3906
O  -4.0085  2.3404  -0.5435
O  -4.1976  2.8503  0.7841
H  -8.0151  0.9245  2.2859
H  -6.6520  0.3763  1.3327
H  -6.4107  1.6227  2.5479
H  -5.9858  -0.0705  4.1219
H  -7.5872  -0.7041  3.8112
H  -4.7618  -3.0355  2.7652
H  -5.1271  -2.2721  4.3299
H  -4.0492  -0.4206  2.3492
H  -3.4577  -0.6617  3.9809
H  -1.2138  -1.2976  3.8498
H  -0.6952  -2.0891  2.3682
H  -2.5922  1.3406  2.6965
H  -1.0323  2.1129  2.4978
H  0.1985  1.6593  6.0482
H  -0.1786  3.3690  5.8680
H  -1.0546  2.3373  7.0615
H  2.9157  -0.2570  3.3129
H  2.0921  0.9498  4.2686
H  1.3664  -0.6934  4.0222
H  1.8646  2.6173  2.2501
H  1.5356  1.9322  0.6517
H  3.0529  1.5623  1.4680
H  -4.1052  0.4394  0.3056
H  -3.5430  0.5141  -1.3438
H  -3.4183  3.4164  0.8805
O  5.5392  1.3400  1.1540
P  6.9516  1.3736  1.6012
N  7.9155  1.6183  0.2195
C  8.0369  0.5603  -0.7732
C  7.6083  2.8983  -0.4098
N  7.1875  -0.1770  2.2647
C  8.3134  -1.0326  1.9551
C  5.9872  -0.9597  2.5299
N  7.9395  2.1934  2.7448
C  7.1943  3.1217  3.6070
C  9.2308  2.7652  2.3790
H  8.7354  0.8865  -1.5462
H  7.0826  0.3079  -1.2532
H  8.4573  -0.3388  -0.3400
H  7.6378  3.7042  0.3286
H  6.6153  2.9062  -0.8732
H  8.3576  3.1255  -1.1697
H  8.1630  -1.6002  1.0297
H  8.4625  -1.7532  2.7633
H  9.2402  -0.4621  1.8746
H  5.5994  -1.4655  1.6363
H  5.1967  -0.3292  2.9254
H  6.2191  -1.7143  3.2846
H  6.8807  4.0298  3.0784
H  7.8075  3.4127  4.4599
H  6.3003  2.6305  3.9977
H  9.1614  3.6861  1.7883
H  9.8376  2.0523  1.8320
H  9.7478  2.9993  3.3122
O  -3.3495  -0.7528  -7.5734
P  -3.8970  -1.5803  -6.4720
N  -2.6318  -1.8762  -5.3866
C  -1.5506  -2.7950  -5.7150
C  -2.0489  -0.6329  -4.8724
N  -4.4602  -2.9576  -7.3026
C  -4.1494  -4.3141  -6.9087
C  -4.5913  -2.8403  -8.7502
N  -5.1543  -1.6904  -5.2599
C  -6.0866  -0.5570  -5.2583
C  -4.8595  -2.1372  -3.8949
H  -0.8870  -2.8777  -4.8524
H  -0.9563  -2.4711  -6.5798
H  -1.9310  -3.7944  -5.9086
H  -2.7784  0.1041  -4.5267
H  -1.4310  -0.1475  -5.6368
H  -1.4043  -0.8602  -4.0206
H  -3.1711  -4.6413  -7.2838
H  -4.9028  -4.9988  -7.3072
H  -4.1693  -4.4313  -5.8240
H  -3.6395  -2.9814  -9.2783
H  -4.9819  -1.8666  -9.0278
H  -5.2993  -3.5959  -9.0983
H  -5.6431  0.3569  -4.8439
H  -6.9757  -0.8019  -4.6760
H  -6.4112  -0.3428  -6.2794
H  -4.3437  -1.3896  -3.2796
H  -4.2684  -3.0461  -3.9038
H  -5.8103  -2.3785  -3.4128

Force components x, y, z for each atom (eV/Å):
C 0.1 -0.1 -0.1
C -0.5 0.2 -0.1
O 0.1 0.0 0.1
C 0.3 0.1 0.0
C -0.4 0.4 -0.4
O 0.0 0.0 0.6
C 0.0 -0.2 -0.6
C 1.1 -1.7 -0.1
C -1.3 0.0 0.0
O 0.9 0.4 -0.1
C -0.5 0.3 0.1
C 0.3 -0.9 -0.1
O 0.3 -0.1 -0.2
N -0.5 2.1 0.2
C 0.2 -0.5 0.2
C 0.0 0.0 -0.1
C 0.4 -0.3 -0.8
O -0.5 0.4 0.3
C 0.1 0.1 -0.5
O -0.1 0.2 0.4
C 0.5 -1.0 0.5
O -0.2 0.0 -0.2
O 0.1 -0.1 -0.1
H 0.0 0.1 0.0
H 0.0 0.0 0.0
H 0.0 0.0 0.0
H 0.2 0.0 -0.1
H 0.0 -0.1 0.1
H 0.0 -0.1 0.0
H -0.1 -0.1 0.0
H 0.0 0.1 0.0
H 0.2 -0.2 0.1
H -0.1 0.2 0.0
H 0.0 -0.1 -0.1
H 0.0 0.0 0.0
H 0.3 -0.1 0.0
H 0.1 0.0 0.0
H -0.2 0.2 0.1
H -0.1 0.4 0.0
H 0.1 0.0 0.0
H -0.1 0.0 0.1
H -0.1 0.1 0.2
H 0.0 0.0 0.1
H -0.2 0.0 0.0
H 0.1 0.1 0.2
H -0.4 0.2 0.0
H -0.1 0.4 -0.2
H 0.1 0.1 0.0
O -0.6 1.8 1.3
P 2.3 -2.9 -1.0
N 0.3 -0.2 0.3
C -0.2 -0.1 -0.1
C -0.1 0.2 0.1
N -0.4 -0.2 -0.5
C 0.4 0.2 0.4
C -0.1 -0.1 -0.2
N -1.5 1.5 -0.4
C -0.2 -0.3 0.2
C 0.1 0.0 0.0
H -0.1 0.1 0.0
H 0.0 0.0 0.0
H 0.0 0.0 0.0
H -0.1 0.0 0.0
H 0.0 0.0 0.0
H 0.0 0.0 0.0
H 0.0 -0.1 0.1
H 0.0 0.0 0.0
H -0.1 0.1 -0.1
H 0.0 0.0 0.0
H 0.0 0.0 0.0
H 0.1 0.0 0.0
H 0.1 0.0 0.0
H 0.0 0.0 0.0
H 0.0 0.0 0.0
H 0.0 0.0 0.0
H -0.1 0.0 -0.1
H 0.0 0.0 0.0
O -1.4 1.9 0.6
P 0.6 -3.8 0.4
N 0.5 -0.3 0.3
C 0.0 -0.2 -0.3
C 0.2 0.2 0.0
N 0.5 0.1 -0.5
C -0.4 -0.1 0.3
C 0.2 0.0 -0.1
N 0.2 2.2 -0.2
C -0.1 -0.1 -0.2
C 0.0 0.1 -0.1
H 0.0 0.1 0.0
H 0.0 0.0 0.0
H 0.0 0.1 0.0
H -0.2 -0.2 -0.2
H 0.0 0.1 0.0
H -0.1 -0.1 0.0
H -0.1 -0.1 0.0
H 0.0 0.0 0.0
H 0.1 0.1 0.0
H 0.0 0.0 0.0
H 0.0 0.0 0.0
H 0.0 -0.1 0.1
H -0.1 0.0 0.1
H 0.0 0.0 0.0
H 0.0 0.0 0.0
H 0.0 0.0 0.0
H 0.1 0.1 0.0
H -0.1 0.1 -0.1

Its frontier orbital gap is 0.31430 Ha.

=====

Formula: C26H62As3N2O2Si3Tl
Source: OMol25
Level of theory: the ωB97M-V functional and the def2-TZVPD basis

Geometry (Å):
Tl  0.2689  0.0518  -0.8110
C  0.1602  0.4837  3.4094
As  0.4538  -1.1286  2.2551
C  2.3358  -1.4245  2.8883
C  -0.5673  -2.5217  3.2550
C  -1.8303  -3.0236  2.6159
C  -2.7580  -1.8430  2.3091
C  -1.5678  -3.8743  1.3018
As  -0.9048  -2.8439  -0.2658
C  -2.1228  -3.6181  -1.6894
C  0.8093  -3.7737  -0.7261
C  -2.4939  -4.0583  3.5614
As  -3.1444  -3.7110  5.4398
C  -1.4123  -4.1587  6.2947
C  -3.2338  -1.7409  5.8261
H  0.5113  0.2481  4.4713
H  -0.9708  0.6095  3.3841
H  0.6099  1.4155  3.0500
H  2.3152  -1.2639  4.0002
H  2.9705  -0.6874  2.3332
H  2.6496  -2.4325  2.6479
H  -0.8119  -2.0868  4.2171
H  0.1993  -3.3102  3.4538
H  -2.3949  -1.2023  1.5149
H  -2.9079  -1.2218  3.1819
H  -3.7300  -2.2209  1.9821
H  -2.4356  -4.4483  0.9592
H  -0.7564  -4.5704  1.5082
H  -2.0725  -4.7084  -1.6331
H  -1.8116  -3.2380  -2.6930
H  -3.1719  -3.2687  -1.5492
H  0.9844  -4.5711  0.0188
H  1.6680  -3.0817  -0.7495
H  0.6498  -4.1970  -1.7112
H  -1.8070  -4.9093  3.6695
H  -3.4728  -4.3947  3.1161
H  -0.7487  -4.7640  5.6302
H  -1.6831  -4.6840  7.2192
H  -0.8445  -3.2264  6.5584
H  -3.7015  -1.2224  4.9575
H  -2.2123  -1.3439  6.0482
H  -3.8697  -1.6598  6.7420
C  0.1986  0.0196  -5.0432
O  0.0595  0.7633  -3.7926
Si  -1.2021  1.9234  -3.6734
C  -2.6855  1.0334  -4.4230
C  -0.6090  3.2789  -4.8857
C  -1.2608  2.3748  -1.8737
Si  -0.0345  3.7576  -1.4055
C  -0.4509  5.6182  -1.9581
C  0.3089  3.9323  0.4702
C  1.6138  3.5286  -2.2764
Si  -2.9887  2.3395  -1.1053
C  -3.9885  0.7059  -1.3983
C  -2.8749  2.6373  0.8028
C  -4.1412  3.6864  -1.7182
H  -0.4205  0.4796  -5.8730
H  -0.1067  -1.0104  -4.8125
H  1.2423  0.0688  -5.3674
H  -2.5816  1.0502  -5.5770
H  -3.6536  1.4830  -4.1910
H  -2.7347  0.0052  -4.0547
H  -1.0037  3.1556  -5.9125
H  0.4901  3.3158  -4.9452
H  -1.0120  4.2282  -4.5341
H  -1.5314  5.8754  -2.0218
H  0.0829  5.8279  -2.9394
H  -0.0235  6.3341  -1.2125
H  -0.5103  4.4221  1.0039
H  1.2031  4.5069  0.6968
H  0.4928  2.9430  0.9175
H  1.8833  2.5103  -2.6277
H  2.4661  3.8733  -1.6061
H  1.5796  4.1447  -3.1972
H  -3.3349  -0.2148  -1.5099
H  -4.6095  0.7582  -2.3044
H  -4.6993  0.4719  -0.5578
H  -2.0779  2.1234  1.3836
H  -3.8644  2.3691  1.2262
H  -2.8443  3.7745  1.0220
H  -4.2588  3.5371  -2.7837
H  -3.7349  4.6863  -1.4586
H  -5.1672  3.5472  -1.3197
N  2.9521  -1.3261  -0.4734
C  3.9363  -0.7296  -0.6568
N  5.1909  -0.3419  -0.7487
C  5.9766  -0.0369  0.4789
C  7.5098  -0.1944  0.2356
O  7.8600  0.6962  -0.8775
C  7.2566  0.1750  -2.0970
C  5.6968  0.0726  -2.0708
H  5.7301  -0.7645  1.2409
H  5.7631  0.9710  0.8710
H  7.8131  -1.1892  0.0458
H  7.9727  0.1115  1.1691
H  7.7151  -0.8158  -2.2491
H  7.5908  0.7863  -2.9482
H  5.3875  -0.7032  -2.7971
H  5.2855  1.0488  -2.2789

Force components x, y, z for each atom (eV/Å):
Tl -0.3 0.8 -0.6
C -1.3 -0.9 1.0
As 0.8 0.8 0.3
C -0.7 0.6 0.4
C 1.8 0.1 0.4
C -0.7 -1.0 -1.0
C -0.4 -0.6 0.0
C 0.7 0.8 0.2
As -0.5 0.0 -1.0
C 0.1 0.6 0.0
C -0.3 0.0 0.6
C -1.4 0.5 -0.2
As 0.5 -0.1 -0.2
C 0.6 0.7 0.3
C 0.3 -0.1 0.0
H -0.6 0.4 -1.4
H 1.3 0.1 0.3
H 0.1 -0.4 -0.1
H 0.4 -0.1 -1.1
H -0.5 -0.6 0.7
H 0.2 -0.2 0.0
H -0.1 0.1 0.3
H -0.7 0.2 -0.2
H 0.3 0.1 -0.2
H 0.0 0.1 0.2
H -0.1 0.1 0.0
H 0.0 0.2 0.3
H -0.1 -0.3 0.2
H -0.1 0.1 -0.2
H 0.0 -0.4 0.8
H 0.8 -0.3 0.2
H 0.0 0.3 -0.5
H -0.6 -0.3 0.1
H 0.1 -0.2 -0.1
H -0.4 0.0 0.0
H 1.2 0.1 0.0
H -0.7 0.3 0.6
H 0.5 0.0 -0.2
H -0.5 -0.8 -0.2
H 0.3 -0.2 1.0
H -0.9 -0.1 -0.3
H 0.5 0.1 -0.8
C -0.5 1.1 0.7
O -0.1 -0.6 -1.0
Si 1.0 0.0 0.8
C -0.1 0.3 -1.5
C -0.5 -0.3 -0.3
C -0.4 0.5 -0.1
Si -1.3 0.3 -0.3
C 0.5 -0.1 0.0
C -0.1 -0.5 -0.1
C 1.4 -0.2 0.0
Si 1.3 -0.2 0.4
C 0.2 -0.9 0.5
C -0.6 1.3 0.3
C -0.4 0.0 0.6
H 0.5 -0.7 0.9
H 0.1 0.2 -0.5
H -0.1 -0.2 0.1
H -0.2 -0.2 1.8
H 0.1 0.1 -0.1
H 0.1 0.0 -0.2
H 0.2 -0.1 0.4
H -0.4 0.1 0.1
H 0.2 0.2 0.0
H 0.6 -0.3 -0.2
H -0.9 -0.2 1.0
H -0.2 -0.5 -0.5
H 0.0 -0.2 -0.1
H 0.2 0.2 -0.3
H -0.3 0.1 0.0
H -0.3 0.4 0.3
H -0.9 -0.2 -0.9
H 0.3 -0.2 0.6
H -0.6 1.0 0.1
H 0.2 0.1 0.2
H 0.7 0.4 -0.6
H -0.4 0.3 -0.4
H 0.4 -0.2 -0.1
H 0.4 -1.7 -0.4
H 0.2 0.4 -0.5
H -0.4 -0.5 -0.4
H 0.5 0.3 0.1
N 0.4 1.0 -0.2
C -0.1 -1.6 0.7
N 1.2 0.4 0.2
C 0.6 -0.4 -0.4
C -1.8 2.4 -0.8
O -0.7 -1.0 0.2
C 0.3 -0.6 0.8
C 0.9 -0.1 0.4
H -0.4 -0.2 0.2
H 0.1 -0.2 -0.3
H 0.2 -1.2 -0.5
H 0.4 0.5 -0.2
H -0.4 0.0 0.0
H -0.3 0.1 0.5
H 0.1 0.7 0.2
H -0.2 0.3 -0.5

The relative energy (zero: lowest compared OMol25 entry of this formula, charge and spin) is 124.7 kJ/mol. Its frontier orbital gap is 0.23238 Ha.

=====

no.,LUMO energy (eV)
1,0.457
2,0.136